# 1
Below is a single C21H17NO10 molecule, with properties calculated with ωB97M-V/def2-TZVPD.

Structure (ORCA input):
```
! wB97M-V def2-TZVPD RIJCOSX def2/J DEFGRID3
* xyz 0 1
O 4.3648 -0.7460 -8.3041
O 4.5984 2.3580 -4.6172
O -0.6675 -0.0995 -1.9391
O 2.1985 -0.6921 -5.6539
O -3.4653 -3.3427 8.3680
O -2.7210 1.2997 4.3544
O -2.0504 -3.2411 5.9259
O 2.9078 3.0870 -2.7355
O 3.1102 -2.4447 -7.7228
O -4.7533 -1.6892 7.4862
N -2.8543 -1.2718 5.2644
C 3.8076 1.5255 -5.0043
C 3.5102 -1.1940 -7.5735
C -2.7958 -2.2741 6.2156
C 1.2284 1.4946 -2.2867
C -2.3322 2.6515 4.4667
C -0.0005 0.1635 0.4023
C -0.6345 -0.3274 1.6820
C -3.7237 -2.3511 7.4440
C -2.0501 0.3094 3.6930
C 0.3894 0.4120 -2.6501
C 2.5997 1.1984 -4.2136
C 0.6659 -0.2484 -3.8190
C 3.1878 -0.3216 -6.4730
C 3.8996 0.8128 -6.1934
C 1.7339 0.1088 -4.6033
C -1.2636 0.6579 2.5299
C 2.2570 1.9862 -3.0939
C -1.0217 0.5629 -0.7353
C -0.7443 -1.6784 2.0977
C -2.1337 -1.0109 4.0362
C -1.4662 -1.9793 3.1924
H -3.5706 -0.5220 5.4543
H 4.7225 1.1609 -6.7754
H 3.4817 -2.7793 -8.5819
H -1.0279 1.6579 -1.0075
H -4.1737 -3.3559 9.0361
H 3.7113 3.1710 -3.3496
H -0.1899 -2.3630 1.4810
H 1.0608 2.0623 -1.3694
H 0.5995 1.0578 0.7037
H -2.0222 0.3026 -0.5397
H 0.7664 -0.5558 0.1270
H -1.5737 -3.0911 3.4307
H 0.0487 -1.1491 -4.0084
H -1.0170 1.6959 2.3636
H -1.3706 2.7024 5.0072
H -3.0841 3.0819 5.0102
H -2.1422 3.2078 3.4780
*
```

Output
E: -44015.73859 eV
LUMO energy: -0.88 eV
maximum force: 5.45 eV/Å
structure (SMILES): COc1cc(CCOc2cc(O)c3c(=O)cc(C(=O)O)oc3c2)ccc1NC(=O)C(=O)O

These are the Löwdin partial charges, in e, on atoms 1 to 2: atom 1 (O): 0.12, atom 2 (O): 0.08



# 2
Below is a molecular structure, C2H6N5S, with properties calculated with ωB97M-V/def2-TZVPD.

Structure (ORCA input):
```
! wB97M-V def2-TZVPD RIJCOSX def2/J DEFGRID3
* xyz 1 1
S 3.2039 -1.3875 -0.2836
N 2.5459 1.0694 0.4317
N -0.2942 -0.6970 -0.6079
N -2.7186 -0.2983 -0.1221
N 0.3603 1.1840 0.5783
N 1.4442 1.7644 0.8260
C 2.1260 -0.2086 0.0360
C 0.6976 -0.0331 -0.0938
H -3.5973 -0.0936 -0.7145
H -2.5956 0.5556 0.3907
H -1.6250 -0.3960 -0.5148
H 3.5427 1.2741 0.3840
H -0.1681 -1.6319 -0.8069
H -2.9218 -1.1014 0.4971
*
```

Output
E: -20447.86933 eV
LUMO energy (alpha / beta): -6.31 / -6.31 eV
maximum force: 3.59 eV/Å

These are the Löwdin partial charges, in e, on atoms 1 to 2: atom 1 (S): 0.86, atom 2 (N): 0.02



# 3
Below is a gas-phase ion, C9H8IN2O (charge +1), with properties calculated with ωB97M-V/def2-TZVPD.

Structure (ORCA input):
```
! wB97M-V def2-TZVPD RIJCOSX def2/J DEFGRID3
* xyz 1 3
I -3.6387 -0.8416 0.1859
O -1.1721 0.1805 -1.4378
N 5.5233 -0.6254 -0.8403
N -2.7419 1.9030 -0.8612
C -1.9691 0.6136 -0.3691
C 0.6436 -1.1602 -0.4235
C 1.9840 -0.8988 -0.9093
C -0.5359 -1.0160 -1.3375
C 3.0416 -1.0465 -0.0551
C 2.8928 -1.4769 1.3032
C 0.6933 -1.5569 0.8775
C 1.6315 -1.7599 1.8173
C 4.4792 -0.8238 -0.4207
H 3.8502 -1.7226 1.9294
H -2.1468 2.7297 -1.0208
H -3.3167 1.8720 -1.8198
H -3.2672 2.1298 -0.0335
H -1.3808 -1.7786 -0.9610
H 1.3568 -2.1129 2.7180
H 1.9616 -0.5662 -1.9446
H -0.1688 -1.0816 -2.3065
*
```

Output
E: -22577.29197 eV
LUMO energy (alpha / beta): -4.48 / -6.55 eV
maximum force: 6.69 eV/Å

These are the Löwdin partial charges, in e, on atoms 1 to 2: atom 1 (I): 0.87, atom 2 (O): -0.14



# 4
Below is a molecular structure, C3H6ClNO4S, with properties calculated with ωB97M-V/def2-TZVPD.

Structure (ORCA input):
```
! wB97M-V def2-TZVPD RIJCOSX def2/J DEFGRID3
* xyz 0 1
Cl 2.5665 -0.5271 -1.8276
S 1.5215 1.2734 -1.7326
O -2.0791 1.6830 -1.1391
O -0.2953 2.8163 -0.7974
O 1.0081 1.5674 -3.0482
O 2.4682 2.1664 -1.0585
N -0.9470 1.8035 -0.7530
C -0.4832 -0.7368 -0.7844
C 0.6016 0.6371 0.9383
C -0.1891 0.6130 -0.3327
H 1.2713 1.4765 1.1268
H -0.1285 0.3550 1.7714
H 0.3579 -1.2701 -1.1236
H -0.8980 -1.3143 0.1491
H -1.2573 -0.8273 -1.6798
H 1.4198 -0.2336 0.7830
*
```

Output
E: -36240.71201 eV
LUMO energy: -1.90 eV
maximum force: 5.12 eV/Å

These are the Löwdin partial charges, in e, on atoms 1 to 2: atom 1 (Cl): 0.36, atom 2 (S): 0.46



# 5
Below is a single C10H10N2O molecule, with properties calculated with ωB97M-V/def2-TZVPD.

Structure (ORCA input):
```
! wB97M-V def2-TZVPD RIJCOSX def2/J DEFGRID3
* xyz 0 1
O -0.6776 2.6815 0.2915
N -0.3992 0.3983 -0.0203
N -1.2541 -0.6934 -0.0391
C -1.1492 1.5694 0.1639
C -3.6796 -1.1706 -0.1271
C 3.1956 1.1227 -0.2443
C 0.9830 0.2263 0.0132
C -2.5218 1.1181 0.1637
C 3.7430 -0.1203 0.0299
C 1.8263 1.3025 -0.2604
C -2.5403 -0.2239 -0.0161
C 2.9065 -1.1875 0.3063
C 1.5338 -1.0217 0.3034
H -3.6112 -1.9379 0.6426
H -4.6165 -0.6352 -0.0099
H -0.9747 -1.4961 -0.5855
H -3.3599 1.7720 0.2855
H 3.8411 1.9623 -0.4538
H 3.3221 -2.1584 0.5330
H 4.8139 -0.2554 0.0349
H 1.3977 2.2691 -0.4638
H -3.6765 -1.6638 -1.0991
H 0.8973 -1.8584 0.5513
*
```

Output
E: -15559.48900 eV
LUMO energy: 0.64 eV
maximum force: 0.46 eV/Å
structure (SMILES): Cc1cc(=O)n(-c2ccccc2)[nH]1

These are the Löwdin partial charges, in e, on atoms 1 to 2: atom 1 (O): 0.04, atom 2 (N): 0.02



# 6
Below is a single C2H8NOPS molecule, with properties calculated with ωB97M-V/def2-TZVPD.

Structure (ORCA input):
```
! wB97M-V def2-TZVPD RIJCOSX def2/J DEFGRID3
* xyz 0 1
S -1.2785 -0.0633 1.0096
P 0.5534 -0.4114 0.1497
O 0.6273 -1.4469 -0.8445
N 1.5158 -0.7303 1.5413
C 1.1350 1.1580 -0.5618
C -2.1787 -0.1882 -0.6347
H -2.0512 0.7712 -1.2074
H -3.2005 -0.4048 -0.3154
H 0.2576 1.8899 -0.6616
H 1.5524 0.8224 -1.5569
H 1.4854 -1.8322 1.6704
H 1.8887 1.5816 0.1094
H -1.5937 -0.9285 -1.1148
H 1.2871 -0.2176 2.4166
*
```

Output
E: -25866.72503 eV
LUMO energy: 0.67 eV
maximum force: 3.70 eV/Å
structure (SMILES): CS[P@@](C)(N)=O

These are the Löwdin partial charges, in e, on atoms 1 to 2: atom 1 (S): 0.59, atom 2 (P): 0.15



# 7
Below is a gas-phase ion, C8H6Cl2N (charge +1), with properties calculated with ωB97M-V/def2-TZVPD.

Structure (ORCA input):
```
! wB97M-V def2-TZVPD RIJCOSX def2/J DEFGRID3
* xyz 1 1
Cl -2.2247 -1.9354 0.0422
Cl -3.9506 1.4107 0.6987
N -2.1761 0.4170 -0.9254
C 0.6048 0.8682 -0.4936
C 1.9179 -1.2618 0.9512
C -0.0540 -0.3367 -0.0995
C -3.1940 1.0887 -0.7757
C 1.9487 0.9603 -0.1408
C -1.4298 -0.4729 -0.3647
C 0.6015 -1.3379 0.6601
C 2.6242 -0.1747 0.4463
H 0.1112 -2.1583 1.0481
H 2.4381 1.8016 -0.4680
H 0.2738 1.7456 -0.9703
H 2.5591 -1.9402 1.4078
H -3.7636 1.6886 -1.6289
H 3.7134 -0.3630 0.6127
*
```

Output
E: -34919.41768 eV
LUMO energy: -5.75 eV
maximum force: 4.27 eV/Å

These are the Löwdin partial charges, in e, on atoms 1 to 2: atom 1 (Cl): 0.87, atom 2 (Cl): 0.77



# 8
Below is a single C6H9N molecule, with properties calculated with ωB97M-V/def2-TZVPD.

Structure (ORCA input):
```
! wB97M-V def2-TZVPD RIJCOSX def2/J DEFGRID3
* xyz 0 1
N -0.3219 -0.7281 1.4366
C 0.8077 -0.4509 -0.6314
C 1.0318 0.8085 -0.0814
C -1.0499 -0.1427 0.3560
C 1.0179 -0.4799 0.8633
C -0.5617 -0.6025 -1.0601
C -0.3109 1.3052 0.2764
H -0.9596 0.2890 -1.9158
H 2.1280 1.0231 -0.1413
H 1.9435 -0.8366 1.3763
H -0.9648 -1.6046 -1.2016
H -0.5919 1.8903 1.2744
H -0.7660 1.8425 -0.5636
H -0.5924 -1.8291 1.1249
H -2.1743 0.2482 0.4304
H 1.3646 -0.7326 -1.5430
*
```

Output
E: -7853.31323 eV
LUMO energy: 0.94 eV
maximum force: 7.05 eV/Å
structure (SMILES): C1[C@H]2C[C@H]3[C@@H]1[C@H]3N2

These are the Löwdin partial charges, in e, on atoms 1 to 2: atom 1 (N): 0.01, atom 2 (C): -0.37